No. 1
23
Properties=species:S:1:pos:R:3:forces:R:3:lowdin_charge:R:1 method="wB97M-V/def2-TZVPD" smiles=Cc1ccccc1.CC multiplicity=1 e_homo_ev=-9.0 orbital_gap_ev=10.08 lumo_ev=1.031
C -0.45168 -0.26797 1.43106 3.0 0.1 0.9 -0.068
C -1.46841 -2.20103 -1.54878 0.4 2.7 2.4 -0.088
C -1.60679 -1.39431 -0.40954 -0.6 -1.7 -1.0 -0.052
C -0.40011 -2.01090 -2.38404 1.2 -0.1 -2.8 -0.120
C -0.45111 -0.74393 -0.00933 0.3 2.4 1.1 -0.342
C 0.65716 -1.13131 -2.19263 -4.9 0.2 6.7 -0.026
C 0.58369 -0.44316 -0.86587 1.3 -2.8 -2.6 -0.019
H -2.28848 -2.79297 -1.68603 -1.7 -1.8 -1.3 0.071
H -2.62064 -1.41562 0.10569 1.8 0.1 -0.1 0.139
H -0.45474 -2.43596 -3.39297 0.0 -0.3 0.4 0.105
H 1.17700 -0.75541 -2.93872 3.0 1.1 -3.3 0.041
H 0.51883 0.34745 1.87745 -2.4 -1.3 -1.8 0.115
H -0.32766 -1.26325 1.93732 -1.0 1.2 0.5 0.090
H 1.52246 -0.03522 -0.50792 -0.3 0.7 0.2 0.096
H -1.35277 0.32810 1.55832 -0.1 -0.4 0.8 0.070
C 0.52886 3.30559 2.17282 -1.6 -1.4 2.5 -0.207
C 2.02212 3.08219 2.13966 -0.7 -3.4 -1.2 -0.187
H 0.13485 4.32101 2.42929 0.7 -0.8 0.3 0.073
H 0.03986 3.08559 1.26741 -0.6 -0.6 -1.2 0.027
H 0.18463 2.48148 2.95995 -0.2 2.2 -1.6 0.091
H 2.38351 2.78112 1.09466 -0.3 0.5 1.6 0.088
H 2.18261 2.20288 2.87295 0.7 1.7 -1.3 0.088
H 2.41817 3.97978 2.42253 2.0 1.9 0.9 0.015

***

No. 2
23
Properties=species:S:1:pos:R:3:forces:R:3:lowdin_charge:R:1 method="wB97M-V/def2-TZVPD" smiles=Cc1ccccc1.CC multiplicity=1 e_homo_ev=-9.0 orbital_gap_ev=10.05 lumo_ev=1.043
C -0.09035 -1.75307 1.23881 0.0 0.1 -0.9 -0.049
C 0.43070 1.96052 1.70042 -0.4 0.3 -0.4 -0.085
C 0.57889 0.58754 1.76438 0.1 0.2 -0.3 -0.063
C -0.76295 2.49429 1.21199 0.1 -0.2 -0.3 -0.100
C -0.39837 -0.27761 1.26542 0.1 -0.4 1.1 -0.289
C -1.78969 1.63296 0.87512 -0.3 -0.4 -0.2 -0.096
C -1.62548 0.24464 0.89506 0.3 0.7 -0.6 -0.056
H 1.24051 2.63162 1.94768 0.1 -0.1 0.2 0.099
H 1.51124 0.18432 2.12611 0.2 -0.2 0.1 0.107
H -0.87190 3.53848 0.94433 0.1 0.1 0.5 0.099
H -2.73679 2.02103 0.52065 0.0 0.1 0.0 0.099
H -0.98721 -2.36932 1.21415 0.0 0.0 0.2 0.079
H 0.58131 -2.06791 2.03239 -0.1 0.0 0.2 0.078
H -2.40349 -0.35428 0.43728 0.0 -0.3 0.4 0.110
H 0.43356 -1.94850 0.29576 0.0 -0.2 0.1 0.058
C 1.60049 -0.83886 -2.19887 0.0 -0.2 0.3 -0.172
C 0.08551 -0.75242 -2.40583 0.9 -0.6 -0.8 -0.162
H 1.97928 -1.85408 -2.34429 -0.1 0.0 -0.2 0.063
H 2.14876 -0.17661 -2.86622 0.0 0.0 0.0 0.060
H 1.86440 -0.59056 -1.16606 0.0 0.2 -0.1 0.050
H -0.39228 -1.44835 -1.72379 -0.4 0.5 0.4 0.044
H -0.17010 -1.15170 -3.39282 0.0 0.2 -0.1 0.061
H -0.22604 0.28788 -2.37165 -0.4 -0.1 0.4 0.066

***

No. 3
23
Properties=species:S:1:pos:R:3:forces:R:3:lowdin_charge:R:1 method="wB97M-V/def2-TZVPD" smiles=Cc1ccccc1.CC multiplicity=1 e_homo_ev=-9.0 orbital_gap_ev=10.01 lumo_ev=1.040
C 1.52945 -2.31013 -1.18684 -1.0 -0.6 0.0 -0.059
C 0.04501 0.66947 0.72228 0.2 0.9 0.5 -0.097
C 0.22945 -0.27832 -0.26649 0.4 -0.2 -0.3 -0.050
C 0.85699 0.73248 1.85784 -0.2 -1.1 -0.9 -0.091
C 1.30144 -1.18884 -0.21512 -0.4 -0.5 1.2 -0.268
C 1.83766 -0.24229 1.95022 0.0 0.0 0.8 -0.099
C 2.00835 -1.23878 0.98861 0.6 1.4 -0.2 -0.058
H -0.68242 1.46552 0.60259 -0.3 -0.4 -0.1 0.089
H -0.51838 -0.31669 -1.04859 0.3 0.0 -0.4 0.094
H 0.63188 1.38958 2.68382 0.2 0.3 -0.1 0.098
H 2.46314 -0.21577 2.83812 0.0 -0.3 -0.1 0.099
H 2.49827 -2.79996 -1.12261 0.2 0.4 0.0 0.074
H 1.29266 -2.07457 -2.22114 0.1 0.2 -0.1 0.075
H 2.80994 -1.94860 1.14714 -0.1 -0.2 -0.2 0.107
H 0.82469 -3.10073 -0.89305 0.0 0.0 -0.2 0.088
C -3.25382 1.10939 -0.90591 -0.2 -0.4 0.3 -0.181
C -2.94694 2.29317 -1.80159 -0.3 0.5 -0.3 -0.171
H -4.31388 0.87448 -1.01914 0.0 0.0 0.1 0.064
H -2.73675 0.16951 -1.10373 0.2 0.2 -0.3 0.047
H -3.08288 1.31402 0.15263 0.0 0.2 -0.1 0.058
H -3.25818 2.11222 -2.83296 0.1 -0.1 0.0 0.062
H -1.92520 2.67330 -1.83631 0.1 -0.4 0.2 0.059
H -3.55671 3.13458 -1.46543 0.0 0.1 0.0 0.062